Record 1
56
Properties=species:S:1:pos:R:3:forces:R:3 method="wB97M-V/def2-TZVPD" multiplicity=5 homo_lumo_gap_ev="5.3888 / 6.3919" total_charge=+1 e_above_lowest_kj_mol=73.3
C -2.04208 -2.06335 -1.37819 -0.4 -1.5 -1.6
C -0.93968 -1.37697 -1.93891 -0.6 -1.0 -2.6
C 0.25229 -1.68817 -1.15892 1.3 -1.7 -1.2
H -0.95427 -0.69602 -2.78886 0.0 -0.5 0.1
C -0.22071 -2.49615 -0.01225 0.5 -2.4 0.1
C -1.60979 -2.74535 -0.19720 0.4 -1.9 -0.4
H -2.25494 -3.35677 0.42784 0.3 0.1 -0.2
H -3.04179 -2.08239 -1.77390 0.0 0.0 0.1
H 1.26387 -1.84136 -1.58214 -0.3 -0.4 -0.1
H 0.42263 -3.01030 0.70494 -0.2 0.4 -0.2
Rh -1.25378 -0.74663 -0.07338 -2.0 5.9 4.6
C 0.38626 -0.21610 4.70810 0.6 0.5 -1.7
H 1.19905 -0.81516 4.26958 -0.1 0.2 0.3
H 0.76928 0.76435 4.99346 0.0 -0.1 -0.1
H -0.36517 -0.09037 3.90522 0.1 0.0 0.6
Si 0.83465 0.04716 -0.64149 4.2 3.3 -0.2
C 1.25925 1.35901 -1.97873 -0.7 -0.2 -0.2
C 1.44725 1.03857 -3.33171 0.6 0.4 0.2
H 1.20318 0.04382 -3.71314 0.1 0.2 0.1
C 2.04881 1.96309 -4.20113 -0.3 0.1 -0.2
H 2.25303 1.68256 -5.24102 -0.2 0.1 0.4
C 2.35214 3.25208 -3.76114 0.0 -0.1 0.4
H 2.72466 4.01210 -4.45177 0.0 -0.4 0.2
C 2.16421 3.58975 -2.41029 -0.4 -0.3 0.0
H 2.44347 4.58455 -2.05038 -0.1 -0.4 -0.2
C 1.60997 2.65913 -1.52099 0.1 -0.4 -0.4
H 1.50868 2.92193 -0.45833 0.0 -0.1 -0.5
C 2.59724 -0.14637 0.04002 -4.0 -1.7 1.7
C 3.70004 0.43980 -0.60643 4.0 1.8 -2.1
H 3.52372 1.16284 -1.39542 0.2 -0.1 0.2
C 5.01440 0.14014 -0.27794 -0.5 0.1 -0.2
H 5.83470 0.58082 -0.86382 -0.4 -0.3 0.4
C 5.25778 -0.69705 0.81164 3.2 1.0 -2.2
H 6.27800 -0.98033 1.04753 -0.2 0.0 0.1
C 4.18139 -1.16002 1.58915 -4.0 -0.9 1.8
H 4.39631 -1.74681 2.48969 -0.3 0.3 -0.3
C 2.86119 -0.86327 1.21385 1.2 -0.5 1.1
H 2.03715 -1.17780 1.84800 0.1 -0.2 0.0
H -0.03546 0.87984 0.24288 -0.9 0.0 0.8
H 0.00357 -0.71012 5.55684 -0.6 -0.6 0.9
C -4.41080 0.18527 -1.40936 0.0 0.0 0.2
O -3.27166 0.52880 -0.58459 -1.1 0.5 0.1
C -3.64077 1.31091 0.57905 0.9 -0.1 -0.6
C -3.69305 0.43317 1.80275 0.2 -0.5 0.4
O -2.54693 -0.46394 1.80269 -1.1 -0.2 0.5
C -2.86582 -1.62797 2.60372 -0.1 0.0 0.0
H -4.83941 1.10265 -1.84963 0.2 -0.4 0.1
H -4.07552 -0.49965 -2.20726 -0.2 0.6 0.4
H -5.19631 -0.31413 -0.80741 0.4 0.1 -0.3
H -4.60731 1.79559 0.40800 0.2 0.1 0.1
H -2.82890 2.04522 0.68539 -0.4 0.0 0.0
H -3.63271 1.02633 2.72888 -0.3 0.0 -0.3
H -4.61873 -0.16725 1.81847 0.3 0.1 0.0
H -2.85032 -1.33770 3.66755 0.0 -0.3 -0.4
H -3.87942 -1.98975 2.33184 0.5 0.1 0.2
H -2.15284 -2.44222 2.38869 -0.1 0.7 0.3

Record 2
74
Properties=species:S:1:pos:R:3:forces:R:3 method="wB97M-V/def2-TZVPD" multiplicity=1 homo_lumo_gap_ev="5.0717 / 6.0180" total_charge=+1 e_above_lowest_kj_mol=47.9
C 0.33201 1.78349 -2.98191 -0.7 -0.5 -0.1
C -1.08369 1.91509 -3.01097 1.8 0.3 0.3
C -1.60696 0.85161 -3.79341 1.5 -2.6 -1.4
C -0.51810 0.03932 -4.21751 -3.1 1.0 0.3
C 0.67866 0.61308 -3.71238 0.2 1.5 0.9
Pb 0.29271 -0.12475 0.70721 -0.3 0.6 -0.8
C -0.46365 -3.78673 1.42341 0.8 -1.6 -0.6
C 0.54090 -2.97998 1.97553 1.0 0.8 -0.5
H 0.59882 -2.94840 3.06584 -0.2 0.3 -0.2
C 1.45172 -2.16779 1.24605 0.4 -1.3 0.7
H 1.77891 -2.44586 0.23062 -0.4 0.1 0.5
H 2.21393 -1.64756 1.84998 -0.3 -0.5 -0.3
C -1.08817 -4.84536 2.31424 -0.1 -0.2 0.3
H -1.59413 -4.40131 3.18236 0.2 0.0 -0.1
H -1.84185 -5.47129 1.80454 0.5 0.4 0.0
H -0.29700 -5.51995 2.70526 -0.4 0.4 -0.2
C -0.41015 -4.10135 -0.04835 -0.1 -0.1 -0.2
H -0.45845 -3.18917 -0.65214 0.2 -0.2 0.1
H 0.54018 -4.61787 -0.27154 -0.4 0.1 0.0
H -1.25801 -4.72656 -0.36784 0.4 0.1 0.2
C -1.90328 2.94019 -2.33482 -0.1 0.3 0.3
H -1.28111 3.60127 -1.72248 -0.2 0.0 -0.1
H -2.45225 3.56510 -3.05582 0.1 -0.2 0.1
H -2.65314 2.47425 -1.67635 0.1 0.1 -0.2
C -3.04074 0.61246 -4.07811 -0.5 -0.1 -0.1
H -3.55391 0.11364 -3.23587 0.1 0.2 -0.2
H -3.56538 1.56153 -4.26405 0.0 -0.3 0.0
H -3.16131 -0.02687 -4.96492 -0.1 0.3 0.3
C -0.61296 -1.19232 -5.03648 0.0 -0.4 -0.3
H -1.64614 -1.56685 -5.06995 0.4 0.0 0.0
H -0.29384 -1.02009 -6.07919 0.0 -0.1 0.3
H 0.02901 -1.98819 -4.62472 -0.2 0.1 -0.2
C 2.04036 0.07965 -3.92950 0.3 -0.2 0.0
H 2.02145 -1.01360 -4.03390 0.1 0.3 0.0
H 2.49077 0.48592 -4.84764 -0.1 -0.1 0.1
H 2.70810 0.33793 -3.09850 -0.1 -0.1 -0.2
C 1.27056 2.72067 -2.32842 0.4 0.5 0.0
H 2.25881 2.26834 -2.18866 -0.1 0.0 0.0
H 1.41661 3.62550 -2.93805 0.1 -0.1 0.2
H 0.89937 3.05653 -1.34918 0.1 -0.1 0.0
C -1.68196 -1.30862 0.50348 1.3 0.5 -0.6
C -2.08669 -2.34429 1.34454 -1.1 1.4 1.6
C -2.16467 -1.25057 -0.79707 -0.9 -0.3 -0.6
C -3.24977 -3.08960 1.03026 0.4 -0.2 0.1
H -1.67499 -2.21541 2.36604 -1.2 -0.5 -0.5
C -3.19760 -2.13260 -1.19404 0.2 0.3 0.2
H -1.76742 -0.54311 -1.54819 -0.2 -0.3 0.5
C -3.75860 -3.02095 -0.25822 0.0 0.0 -0.4
H -3.70752 -3.74222 1.77555 0.2 0.1 -0.3
H -3.59319 -2.08931 -2.21804 0.2 -0.1 0.5
H -4.58399 -3.67467 -0.56465 0.3 0.4 0.2
C 1.82405 4.20965 2.70670 0.0 0.2 0.0
N 2.21554 3.24555 1.64052 -0.4 -0.5 -0.2
C 3.16597 3.87616 0.67767 0.1 0.0 0.0
C 2.77612 1.92815 2.19947 0.2 0.0 -0.1
C 1.86410 1.31859 3.23672 0.2 0.0 0.8
C 2.15856 1.52976 4.59723 -0.1 0.0 -0.3
C 1.31734 1.00755 5.58031 0.1 0.0 0.0
C 0.18958 0.26693 5.21962 -0.2 0.0 -0.5
C -0.11524 0.06637 3.85473 0.3 0.2 1.6
C 0.74428 0.56513 2.89116 -0.8 -0.2 -1.2
H 2.70394 4.40051 3.33453 -0.3 0.0 -0.1
H 1.00494 3.79013 3.29874 0.3 0.1 -0.1
H 1.50501 5.13497 2.21204 0.1 -0.2 0.2
H 1.35283 2.98364 1.12634 0.5 0.1 0.2
H 4.08116 4.12616 1.22633 -0.2 0.0 -0.2
H 3.38960 3.17306 -0.13252 -0.1 0.2 0.2
H 2.70537 4.78597 0.27850 0.2 -0.3 0.0
H 2.94252 1.28017 1.32244 -0.2 0.3 0.3
H 3.76203 2.18779 2.61405 -0.3 0.0 0.0
H 3.04870 2.10520 4.87283 -0.3 -0.2 0.0
H 1.54517 1.19405 6.63253 -0.1 -0.2 -0.3
H -0.46317 -0.14794 5.98911 0.2 0.2 -0.1
H -1.03063 -0.47992 3.58894 0.5 0.2 0.1

Record 3
16
Properties=species:S:1:pos:R:3:forces:R:3 method="wB97M-V/def2-TZVPD" multiplicity=1 homo_lumo_gap_ev=10.9316 smiles=COCC1CC1 e_above_lowest_kj_mol=170.4
C -0.67027 1.59969 -0.97977 0.0 0.3 0.0
C 1.46620 -0.38773 0.44760 0.2 0.0 -0.1
C 0.44978 -0.31805 1.55239 -0.1 0.0 0.2
C 0.19428 -1.17556 0.34361 -0.1 -0.1 -0.1
C -0.83964 -0.77349 -0.70872 -0.1 -0.2 0.1
O -0.45621 0.31721 -1.51738 0.0 0.0 -0.1
H -0.04015 2.28078 -1.55573 -0.1 0.0 0.0
H -1.71870 1.91410 -1.07481 0.1 -0.1 0.0
H -0.37870 1.68888 0.07258 0.0 -0.1 -0.2
H 2.39378 -0.91123 0.65743 -0.2 0.0 -0.1
H 0.70430 -0.80711 2.48848 -0.1 0.0 -0.2
H -0.15763 0.57444 1.67995 0.2 -0.2 0.0
H 0.26874 -2.25254 0.48672 0.0 0.2 0.0
H -0.96153 -1.60664 -1.40853 0.0 0.1 0.1
H -1.81964 -0.58543 -0.23834 0.2 0.0 -0.1
H 1.56540 0.44267 -0.24548 0.0 -0.1 0.2

Record 4
7
Properties=species:S:1:pos:R:3:forces:R:3 method="wB97M-V/def2-TZVPD" multiplicity=1 homo_lumo_gap_ev=7.8689 e_above_lowest_kj_mol=673.5
C -1.71167 -0.15484 -0.44927 -1.2 1.0 0.8
N 2.09154 0.59077 -0.27258 5.5 2.8 -0.9
N 0.09835 -0.36718 0.40687 2.6 0.8 -1.1
N 1.11134 0.12221 0.13300 -7.0 -3.6 2.8
H -2.27120 -1.04437 -0.86373 1.1 -0.2 0.7
H -2.14613 -0.02506 0.60383 0.4 -0.1 -1.2
H 2.82777 0.87848 0.44187 -1.4 -0.6 -1.1

Record 5
16
Properties=species:S:1:pos:R:3:forces:R:3 method="wB97M-V/def2-TZVPD" multiplicity=1 homo_lumo_gap_ev=9.8741 e_above_lowest_kj_mol=0.0
C -1.60693 0.55519 0.75444 -1.6 1.5 1.5
C -0.95868 1.34397 -0.33274 -2.9 1.2 -2.7
C 0.12964 0.51592 -0.90401 1.5 1.1 -0.8
O 2.91463 -1.22239 0.96453 -0.3 0.8 0.7
O 0.95442 -2.41421 0.32469 -1.8 -0.9 0.2
O 0.94275 0.12308 0.11992 0.3 -1.1 -1.0
P 1.91330 -1.27677 -0.26904 0.2 0.2 -1.3
Br -0.60282 -0.88032 -2.04792 -0.3 -0.5 -0.1
Br 1.29933 1.62498 -2.25549 -0.7 -0.4 0.8
H -2.47658 1.19158 1.23001 1.8 -1.5 -0.7
H -1.95089 -0.41571 0.44796 -0.5 -0.3 -0.3
H -0.77521 0.39332 1.42327 -0.4 -0.1 1.0
H -0.48935 2.19046 0.10211 0.4 1.0 0.3
H -1.78653 1.75939 -1.14373 2.5 -1.2 1.8
H 2.40080 -0.86117 1.70994 0.5 -0.3 0.3
H 0.09213 -2.62732 -0.12394 1.4 0.5 0.4

Record 6
21
Properties=species:S:1:pos:R:3:forces:R:3 method="wB97M-V/def2-TZVPD" multiplicity=1 homo_lumo_gap_ev=10.8471 smiles="N[C@@H]1C=C[N@H+]2CCCN12" total_charge=+1 e_above_lowest_kj_mol=224.6
C 1.51971 -1.16881 0.48391 -0.3 0.2 -0.2
C 0.52565 -1.78763 -0.11973 0.6 -0.1 0.3
C -1.76839 0.63750 0.60678 0.1 0.1 -0.1
C -0.83161 1.38905 -0.34728 -0.6 0.0 0.0
C -1.74288 -0.77769 0.03420 -0.7 0.1 0.4
C 1.44322 0.32017 0.36262 -1.6 0.0 -1.1
N 0.20036 0.43824 -0.69527 2.1 0.2 0.9
N 2.60755 0.91808 -0.10568 0.2 0.3 0.1
N -0.42272 -0.84819 -0.71586 -0.4 -0.4 -0.3
H 2.33491 -1.63241 1.00754 0.1 -0.2 0.1
H 0.31059 -2.83664 -0.21038 -0.1 -0.1 0.0
H -1.38494 0.65947 1.62736 0.0 0.0 0.0
H -2.77129 1.05735 0.60578 0.0 -0.1 0.1
H -1.35719 1.67464 -1.26450 0.0 0.1 0.1
H -0.38922 2.28262 0.08678 0.1 0.0 0.0
H -1.75855 -1.54862 0.80366 0.0 0.0 -0.2
H -2.56161 -0.94516 -0.66529 0.2 0.0 -0.1
H 1.12727 0.79049 1.29839 0.0 0.0 -0.1
H 2.58676 1.92895 -0.11420 0.1 -0.1 0.0
H 2.94157 0.55469 -0.98415 0.0 0.0 -0.1
H -0.60918 -1.10609 -1.69467 0.1 0.1 0.3

Record 7
18
Properties=species:S:1:pos:R:3:forces:R:3 method="wB97M-V/def2-TZVPD" multiplicity=1 homo_lumo_gap_ev=9.2561 total_charge=+1 e_above_lowest_kj_mol=386.4
C -1.65165 -1.90271 0.90865 -1.7 -1.1 0.1
C -2.35143 -0.60626 0.90137 0.5 -3.3 -0.1
C -0.51640 -1.71584 0.25934 2.5 0.0 -1.6
C 0.32847 0.36203 -0.97678 2.0 -2.9 -0.5
N -1.62531 0.24504 0.30519 1.0 1.1 -0.1
N -0.44701 -0.36306 -0.07125 0.0 1.3 -0.6
N -0.01693 1.45426 -1.51455 -0.6 3.3 -2.7
N 1.55169 -0.19421 -1.49948 -2.0 0.7 1.5
S -1.46777 2.51293 -1.36731 1.1 -0.3 -0.4
H -1.96572 -2.95211 1.06501 -0.3 1.2 0.5
H -3.38772 -0.45696 1.07624 -0.5 0.5 0.7
H 0.23038 -2.42044 -0.17742 -0.7 0.7 0.8
H 1.76025 0.62527 1.48639 1.9 2.7 -0.2
H 0.60531 1.76650 -2.35276 -1.5 -0.6 2.3
H 2.09785 -0.49377 -0.71303 0.5 -0.7 0.3
H 2.08613 0.55005 -1.94307 -0.1 -0.3 -0.1
H -1.85890 1.66176 -0.35527 -0.3 0.3 0.0
H 2.25407 1.34799 1.40379 -1.8 -2.7 0.3

> Which of these has the highest multiplicity?

C22H30O2RhSi

> The highest multiplicity belongs to which entry?

C22H30O2RhSi

> What is the multiplicity in the sixth record?

1